C32H65AlBeBrCl2F2N3NaO6 | ωB97M-V with the def2-TZVPD basis set

The geometry in XYZ format:
```
114
Properties=species:S:1:pos:R:3:forces:R:3
C -0.9472 -0.4454 -3.4442 0.369 -1.273 0.618
C 2.8385 -0.2849 5.0490 -1.125 -2.049 1.488
H 3.6888 -0.3953 -0.6142 -1.239 1.541 1.085
H 0.9603 1.0701 -2.5298 0.806 -2.047 0.685
N 3.7145 3.0168 3.2337 -1.754 -1.084 1.571
H -3.0073 -0.4838 -1.7058 -1.208 -0.567 -1.971
H 2.1050 1.5804 -8.8690 0.233 -0.360 -0.422
H 2.1829 1.5750 5.3029 0.829 0.103 -0.754
C 1.5887 0.9795 -8.1012 0.487 3.231 0.378
H 0.5444 -2.0882 -2.6204 -1.424 2.209 1.083
F -0.2279 1.3204 3.4629 0.954 -2.313 1.451
C -2.2125 -1.4927 -3.5934 -0.155 2.374 0.835
C 3.8435 -3.7779 -4.9439 -0.383 -0.687 -0.163
C 1.6408 6.2904 2.7284 2.321 -2.319 -0.608
H -0.3856 -0.3074 -4.4622 -0.873 -0.174 1.926
H -1.9388 -2.4810 -3.0109 -0.626 1.942 -0.983
H 0.7098 5.6427 2.3859 3.031 0.310 -1.262
H 4.4963 3.5143 3.7193 -0.845 -0.905 -0.440
Na 6.5465 2.4536 5.3124 0.868 0.745 1.063
C 6.2014 1.5980 2.6234 1.153 -0.415 0.920
H 3.9039 5.5649 2.9430 -2.575 -0.034 0.310
H -5.6513 -3.5755 -1.5298 2.304 1.264 0.350
H 3.9108 -4.2599 -3.9649 -0.010 0.227 -0.050
H -9.6126 -2.2513 3.3436 0.468 2.456 -0.749
Cl -2.2857 -3.8593 -4.4974 0.372 -1.781 -0.802
H -5.2214 -2.7326 2.0991 -1.098 0.117 -1.964
H -6.2162 -0.5114 0.0444 -0.717 -1.821 1.528
C -5.6330 -2.6131 1.0093 -0.173 1.244 -0.945
C 2.8421 5.4162 3.4340 -0.949 -0.457 2.360
H 0.8901 -0.4521 0.2154 0.949 1.449 -1.221
N 1.8064 -2.9174 -6.2260 -1.395 -0.703 -0.853
H -0.1782 1.2474 6.0730 0.231 -2.243 -0.639
C -3.4696 -0.7936 -2.7451 -0.766 -0.529 -0.481
H -2.5576 -1.6676 -4.7009 0.702 0.654 2.372
H 2.3867 -2.4071 -6.8967 -1.718 0.531 -0.921
C -0.2020 0.1265 5.7234 -1.370 -0.299 -0.392
Al 4.0943 -1.7726 -7.0697 1.212 2.531 -1.929
H 2.3931 -1.3098 1.5415 1.487 1.969 0.203
H 1.6869 -1.4856 3.5963 0.301 2.276 -0.456
C 2.4671 3.7938 3.5917 -0.607 1.884 0.096
H 3.4643 1.4152 0.1261 -0.652 -2.476 -0.348
H 2.1396 6.8740 1.8172 -1.572 0.257 -1.184
H -0.5138 -0.8059 3.5992 1.559 2.037 1.121
H 1.0779 1.4295 -0.1963 0.759 -1.834 -0.416
C 3.0453 0.3061 0.0690 -0.272 0.027 1.274
H -6.9792 0.7419 2.0547 0.445 -2.529 0.367
C -9.2368 -1.1952 2.9501 -0.092 -0.426 -0.201
H -0.6008 -1.1937 -1.2875 1.502 0.163 -1.978
C 5.1766 0.9415 3.7215 0.001 1.233 -2.375
C 1.4806 0.3454 -0.4239 1.355 -0.165 -0.672
C 6.2443 2.3919 0.3817 -4.690 4.531 -0.027
H -6.2739 -3.5496 0.6432 1.719 1.875 1.030
H 4.1858 -0.7681 1.7524 -2.043 0.901 -0.036
H 2.2230 -4.7162 -7.2244 -0.177 0.022 0.070
H -7.1749 -2.0839 3.7394 -1.310 2.121 -0.806
H -5.7180 -1.1179 -2.4135 1.066 -0.809 -0.418
O 5.3610 3.3946 0.2567 5.995 -6.869 0.813
C -7.6647 -1.0490 3.4049 0.504 0.469 0.093
O 2.0600 -2.3610 -4.1423 1.370 -1.027 -0.687
H -7.7648 0.9014 -2.6650 -0.746 0.700 -1.253
H 5.5878 1.2030 4.7852 -1.896 -2.067 -2.786
Br -0.3327 6.6160 3.5204 -2.609 0.483 1.771
Be -0.5442 1.0729 0.6897 -0.825 0.138 0.284
H 1.0225 -2.3136 -5.9458 -0.289 0.291 -0.520
C 0.1636 0.0230 4.1273 -0.198 -0.068 0.406
N 3.1376 1.2271 5.0605 -0.079 -0.983 0.763
H 7.3085 2.4452 -0.1338 -2.233 -0.457 1.048
H 5.2191 -0.2225 3.5932 -0.098 2.500 0.452
H 2.2964 -0.3406 -2.4797 -1.996 0.884 0.763
H 6.3084 2.7642 2.6773 -0.525 -1.934 0.034
C -4.7775 -1.7813 -2.6424 1.286 -0.644 0.139
O -7.3010 0.4464 -1.9861 1.145 -1.013 1.227
H -4.1316 -1.1789 0.0284 -0.422 -2.384 -0.230
C 3.1003 -0.3605 1.5917 0.269 -0.232 -1.226
H 2.0447 1.3863 -7.1826 0.100 -0.228 0.416
C -6.6064 -1.2687 0.8632 -0.278 0.363 0.494
H -3.8018 0.1688 -3.3580 0.878 -1.911 1.344
H -5.5822 -0.3332 2.7446 -2.215 -0.192 -1.048
H 2.1069 3.6699 4.7023 0.722 -0.039 -2.023
C -4.3449 -2.3412 0.0190 -0.194 -1.019 0.749
H -7.6795 -1.6180 0.5017 2.190 0.924 0.918
H 7.2833 1.1626 2.8793 -2.104 0.810 -0.437
H 3.9003 -4.5533 -5.7102 0.171 0.041 -0.007
H -7.6287 -0.3416 4.3459 -0.035 -1.469 -1.749
C 0.0615 -1.0627 -2.2623 0.158 1.040 -1.199
C 1.3570 -4.1864 -6.8208 -0.479 -0.831 -0.625
O 5.9350 1.2188 1.2246 1.003 3.192 -0.635
H 1.2506 7.1497 3.4581 1.731 0.506 -0.716
H -1.3342 -0.2283 5.8272 2.439 0.890 -0.168
Cl 5.0943 -0.3700 6.0799 6.309 1.181 2.826
H 0.8521 -4.7766 -6.0517 0.004 0.114 -0.128
H 1.9651 1.4589 2.1484 0.316 -1.642 1.470
H 1.5351 3.5737 2.9059 2.119 0.069 1.153
H -9.4008 -1.1952 1.7762 0.595 -0.026 2.454
H 2.9473 5.8445 4.5427 -0.052 -0.933 -2.291
H -3.7448 -3.6620 -1.8484 -1.921 1.425 0.902
C -6.6766 -0.3907 2.2743 0.086 -0.006 -0.043
C 2.5524 -3.0240 -5.0321 -0.155 1.296 4.008
C 1.2821 0.0538 -2.0443 -0.797 -0.258 1.162
H -3.4160 -2.8675 0.5378 -1.723 1.007 -1.360
H 4.6761 -3.0834 -5.0755 0.046 -0.228 0.364
O 3.3450 -1.2693 5.7959 -7.112 4.477 -5.262
H 0.4216 -0.6010 6.4166 -1.018 1.686 -1.659
H 0.6625 -3.9428 -7.6275 0.085 -0.081 0.152
H -4.8929 -2.3734 -3.6707 0.044 1.585 2.063
C -4.6345 -2.9580 -1.4805 0.201 0.684 -0.803
H -1.2971 0.6030 -3.0488 0.515 -1.980 -0.983
O 1.5985 -0.3363 -8.2524 1.203 -3.634 0.812
F 2.2704 7.1197 -0.0129 -0.060 -0.334 1.908
H 0.6049 1.4785 -8.0789 -0.453 -0.608 0.004
H -9.9023 -0.2999 3.3626 1.482 -2.098 -0.702
C 2.5513 0.6504 2.7594 0.124 -0.599 -1.928
C 1.7358 -0.3333 3.8033 1.072 -0.953 0.982
C 3.6244 1.5523 3.6328 0.691 -1.927 0.775
```
Forces are in eV/Å.

As for the total energy: -162882.7563 eV. Its charge is +1. As for the largest force on an atom: 0.193 Eh/bohr. Its HOMO-LUMO gap is 1.20 eV. The value obtained for the LUMO energy is -0.2498 Eh. The HOMO energy comes out at -8.00 eV.

---

C32H66N8O14P2 | ωB97M-V with the def2-TZVPD basis set

The geometry in XYZ format:
```
122
Properties=species:S:1:pos:R:3:forces:R:3
H 4.2127 -1.4084 1.3214 -0.187 0.430 -0.069
C -3.8035 -0.7730 -4.3331 1.537 -0.402 -1.033
H 2.6456 -1.9886 1.8690 -0.018 -0.314 0.150
H -3.0247 0.8284 -0.0368 -0.503 -0.639 0.872
H 4.2448 -2.8638 2.1097 -0.450 -0.324 0.794
H -6.2193 5.6999 -1.8427 0.000 -0.618 -0.573
H 2.1669 -0.7885 -0.1796 -0.575 -1.160 -0.460
H -3.0873 4.2503 0.4296 0.189 -0.059 0.014
H -0.7920 -4.1464 1.5340 0.105 -0.398 0.042
H -5.1074 6.6488 -1.1017 0.378 -0.172 0.857
H 1.4753 -2.9567 6.8242 0.175 0.457 0.349
H -4.6565 3.2006 -4.1438 0.111 0.136 -1.197
N -0.7998 -7.3501 0.6577 2.930 1.677 2.063
P -5.2634 2.9156 -1.1616 2.648 0.072 -0.678
H 4.7066 0.7970 3.9376 0.133 0.161 -0.142
H 1.5573 7.1188 -0.1419 0.159 0.795 0.613
H 4.0887 -1.3156 7.5075 0.011 -0.418 0.105
C -2.9486 -0.6459 -6.6687 -1.096 1.691 0.625
H -2.6725 5.2137 -0.9715 0.335 0.138 -0.064
O 0.5141 3.1759 0.1429 -1.572 4.791 0.401
H 3.6664 2.7920 -2.1356 0.399 0.117 -0.114
H 0.0142 -6.6561 -2.9920 0.190 -0.716 -0.023
C -3.6487 0.6355 -0.9094 1.707 0.181 0.394
H -0.6423 7.3036 1.3882 -0.333 -0.891 0.609
H 1.4999 -4.4922 0.7485 -0.057 -0.454 -0.426
H 3.6996 0.7858 2.4691 0.171 0.585 -0.302
C 1.3623 -6.3385 1.8789 -1.342 -0.045 0.731
H 3.6833 -4.5551 5.2579 0.245 -0.108 0.078
C 4.5956 1.1118 -1.0709 -2.795 -0.076 -2.948
C -7.0965 2.0683 -3.0663 0.737 0.972 0.348
H -0.2559 -4.6331 3.1929 -0.451 -0.086 -0.045
H 4.6255 -3.2074 4.5788 -0.107 0.183 0.282
C 0.1202 -6.8785 1.2332 -1.698 -1.536 -2.527
O -6.0936 2.4372 -0.0244 0.542 -0.082 -1.369
C 0.2007 -1.2448 -2.2328 -0.914 -1.958 -1.605
H 1.1522 -6.6473 2.9029 0.425 0.218 0.478
O 5.6759 1.3044 -0.3110 2.796 1.748 3.101
N 2.5496 -2.8648 4.9883 0.654 2.526 -1.617
C -5.5769 5.6751 -0.9624 -1.528 -0.993 -1.563
H -3.4502 1.5244 -6.1361 0.594 -0.238 0.232
N -4.6798 -0.7753 -3.6129 -1.562 0.153 1.032
C 1.5281 -5.2073 -2.7860 -0.165 2.119 -1.270
H 4.8603 0.1630 7.2816 -0.614 0.929 -0.265
H 2.8286 2.3470 -0.7277 0.154 0.350 0.673
C -0.2996 6.5487 0.6805 -0.060 0.791 -1.232
H -4.7422 0.5431 -6.6709 -0.107 0.105 -0.275
C -2.6134 -0.8277 -5.1848 -0.084 -0.532 -0.603
O 2.3760 -5.8240 -1.8706 0.644 -2.378 0.688
H -4.4957 -0.0322 -0.7521 -0.558 0.983 0.322
H -7.0417 1.9777 -4.1511 -0.056 -0.490 0.081
H -3.6958 -1.4011 -6.9128 0.286 -0.208 -0.262
O 3.5901 -7.8194 -1.9552 -3.050 2.852 -2.554
C 4.3146 -0.5958 6.7207 1.373 -0.923 0.979
C 3.8417 2.4406 -1.1188 -1.323 -0.691 -1.373
O 1.4628 -0.4700 3.9339 -0.817 -0.804 1.196
C -2.7241 2.4469 -2.4388 -1.227 -1.143 1.056
N 3.1499 -0.2304 6.0014 -1.469 -0.319 -2.690
H -2.7095 1.5992 -3.1238 0.786 0.468 -0.686
C 0.4103 4.4252 0.2804 1.045 -3.624 0.818
O -0.5240 -1.4058 -1.1057 -1.756 -1.866 0.561
H -8.0002 2.6332 -2.8376 -0.403 -0.561 0.151
N 3.9078 -1.0319 3.3995 -0.876 -3.564 0.407
O 1.9904 -7.2173 -3.5674 0.755 -1.891 0.159
H 0.4952 -2.9742 5.3931 0.005 -0.467 -0.201
C 5.6442 2.5886 0.2242 -0.798 0.950 1.890
C -0.1165 -0.5198 -0.0389 2.205 -0.164 0.119
H -0.7151 6.8374 -0.2849 -0.072 0.122 -0.170
H -2.1878 -1.8309 -5.1641 0.296 0.127 0.900
H -2.0652 -0.7840 -7.2921 -0.042 0.168 0.129
H -2.9153 3.4096 -2.9130 -0.615 -0.293 -0.064
N -3.8036 1.9555 -1.5122 -1.916 1.984 0.426
C 2.7556 -7.0555 -2.4795 1.501 -0.852 3.268
C 3.8602 -3.4806 5.3052 -1.344 0.078 0.242
N -4.6295 4.5340 -0.9542 -1.645 0.944 -0.459
H 5.3502 0.0439 2.4358 0.043 0.441 0.043
C 2.3974 0.9451 6.5203 0.453 -1.897 0.239
O -0.5786 5.1943 0.8612 -1.182 -3.075 0.290
H -3.5598 5.9176 0.3577 -0.725 -0.077 -0.117
C 1.3120 -0.1901 -0.4944 -1.489 0.903 -1.027
C 1.4443 -3.3248 5.7987 0.112 0.366 0.710
H 2.2380 -4.6206 -3.3691 -0.500 0.289 -0.741
H -0.7460 0.3670 0.0351 -0.023 -0.196 -0.225
H 2.2720 -6.8678 1.5955 -0.211 0.132 -0.496
O 1.4459 5.2295 0.0250 -0.280 -1.617 -0.082
H -1.7658 2.6141 -1.9470 0.191 -0.473 0.331
C 4.4596 0.2435 3.0317 -0.463 -0.065 0.476
O 0.1404 -1.8620 -3.3264 -0.337 2.029 4.039
H 3.8841 0.3825 -0.6836 0.635 -0.518 -0.020
H -6.2463 3.9221 -4.5477 -0.067 0.163 0.278
C -3.6820 0.7284 -6.8437 0.005 -0.467 -0.446
C -5.5140 3.7521 -3.7584 2.221 0.261 -0.481
C 0.0227 -4.1466 2.2581 1.119 -0.361 0.366
H 0.2006 -3.1089 2.5405 0.157 0.127 -0.128
H -3.5333 1.1595 -7.8338 -0.192 -0.144 -0.079
H 2.7548 1.8712 6.0701 -0.261 0.079 0.239
C 1.3724 -4.8156 1.7816 -1.239 1.756 -0.885
C -3.4636 5.0166 -0.2481 1.420 -1.882 0.155
O 4.6566 3.2984 -0.4248 1.455 0.649 1.317
H -7.0131 1.0978 -2.5770 -0.292 0.125 -0.076
H 2.6192 0.8201 7.5802 -0.100 1.013 0.209
P 2.6005 -1.1402 4.6076 2.559 0.793 -0.977
N -5.9593 2.9475 -2.6995 -2.041 -0.307 2.445
O 6.2099 3.0450 1.1978 -0.395 -1.606 -2.610
H 4.0713 -3.1804 6.3316 0.785 -0.378 -0.028
H 0.7270 -4.5375 -2.4736 0.428 0.034 1.105
C 1.1584 6.4504 0.6210 2.378 2.951 -1.324
H 0.6419 -6.0577 -4.5618 -0.044 -0.077 0.129
H 4.9045 0.9255 -2.0995 -0.034 -0.811 0.079
H 1.3250 0.7644 6.4467 0.088 0.381 -0.481
H 0.0627 -0.9729 0.9362 -1.168 -0.668 -0.079
H 2.1667 -4.2189 2.2300 0.308 -1.007 0.772
H -1.9415 -0.0629 -4.7954 0.356 -0.230 -0.213
H 1.5333 -4.3983 5.9657 -0.380 -0.176 -0.675
H 1.6711 0.7843 -0.1632 -0.726 0.490 -0.762
C 3.7002 -1.9200 2.1361 0.599 1.699 1.136
H 5.1329 -0.9912 6.1189 -0.321 -0.338 -0.432
C 0.8971 -6.3184 -3.5347 0.177 0.698 -0.643
O 0.9994 -0.2767 -1.9486 4.600 2.528 -0.375
H -5.0445 4.6609 -3.3818 -0.450 0.362 -0.192
H -6.3574 5.5899 -0.2063 0.534 0.472 0.783
H -3.0137 -0.0659 -1.4506 0.247 0.462 -0.984
H 1.6707 6.6069 1.5703 0.014 -0.379 0.061
```
Forces are in eV/Å.

As for the total energy: -93414.0109 eV. Its charge is 0. As for the largest force on an atom: 0.102 Eh/bohr. Its HOMO-LUMO gap is 8.00 eV. The value obtained for the LUMO energy is 0.0093 Eh. Its structure (SMILES) is CN(C)P(=O)(N(C)C)N(C)C.CN(C)P(=O)(N(C)C)N(C)C.O=C1OCCO1.O=C1OCCO1.O=C1OCCO1.O=C1OCCO1.CCCC#N.CCCC#N. The HOMO energy comes out at -7.74 eV.